Density functional theory data (ωB97M-V/def2-TZVPD) for 2 unconnected molecules or ions with the total composition C6H11NO in a non-equilibrium geometry.

Geometry as XYZ:
```
19
C6H11NO ωB97M-V/def2-TZVPD
H 1.99328 0.86893 -1.21873
N 1.25729 0.20608 -0.98280
C 0.36735 0.66425 -0.19791
C 0.42249 2.02522 0.43381
C -0.76845 -0.20928 0.17441
C -1.22937 -0.21035 1.43035
C -1.36424 -1.10222 -0.81778
C -1.19566 -1.04694 -2.13274
H -0.56466 2.48080 0.47388
H 0.79665 1.91823 1.45532
H 1.10890 2.67208 -0.10418
H -2.05901 -0.83865 1.71526
H -0.76149 0.35132 2.21989
H -2.05139 -1.83179 -0.40439
H -0.49246 -0.36065 -2.57450
H -1.72988 -1.70600 -2.79697
O 2.15718 -1.06076 1.39848
H 2.11617 -2.01303 1.49684
H 1.99730 -0.80726 0.43174
```

Values from the calculation:
- Structure (SMILES): [H]/N=C(\C)C(=C)C=C.O
- Electronic energy: -9936.470 eV
- Energy above the lowest of the compared OMol25 structures with the same formula, charge and spin: 191.5 kJ/mol
- HOMO: -8.919 eV
- Orbital gap: 0.3479 Eh
- Lowest unoccupied orbital energy: 0.55 eV

---

Density functional theory data (ωB97M-V/def2-TZVPD) for a molecular structure, C18H18BBiF4O in a non-equilibrium geometry.

Geometry as XYZ:
```
43
C18H18BBiF4O ωB97M-V/def2-TZVPD
C 0.81865 -2.63015 2.84023
C -0.61960 -2.48985 2.67156
C -0.90714 -2.62469 1.28660
H -1.33160 -2.31235 3.47524
C 0.29279 -2.98503 0.62487
C 1.34061 -3.01289 1.55739
H 2.35053 -3.37962 1.35815
H 1.34345 -2.75136 3.78460
H -1.88249 -2.55739 0.82151
H 0.37236 -3.27067 -0.41961
C -1.06569 2.10408 1.23917
C -1.04529 2.32247 2.65874
C 0.20264 2.98312 2.97207
H -1.87872 2.19708 3.34487
C 0.94506 3.08984 1.77695
C 0.17870 2.51836 0.72298
H 0.49539 2.47583 -0.30917
H -1.92359 1.74703 0.68049
H 0.47482 3.36760 3.95405
H 1.92560 3.55231 1.66342
Bi 0.28171 -0.04638 3.02232
O -0.20975 -0.12588 -1.51517
C -1.58090 -0.53171 -1.78868
C -0.40437 -0.96924 -2.62377
H -1.99580 -1.33810 -1.18045
H -2.20093 0.33129 -2.11181
H -0.13837 -2.03356 -2.54358
H 1.01759 -1.98450 -4.76618
C 0.76208 -0.92780 -4.86927
C -0.05293 -0.33445 -3.87652
C -0.40092 1.02630 -3.99316
H -1.03538 1.48952 -3.22936
C 0.05916 1.77923 -5.05975
H -0.22247 2.83446 -5.11155
C 0.83107 1.18396 -6.05748
H 1.16018 1.78479 -6.91202
C 1.17780 -0.16565 -5.94625
H 1.76143 -0.62895 -6.73494
F 1.48813 0.12334 4.77698
B 0.10692 0.06478 5.84978
F -0.41166 -1.18093 5.54298
F 0.64016 0.24562 7.06565
F -0.71923 1.06012 5.35808
```

Values from the calculation:
- Electronic energy: -38392.301 eV
- Energy above the lowest of the compared OMol25 structures with the same formula, charge and spin: 0.0 kJ/mol
- HOMO (alpha / beta): -8.081 / -8.085 eV
- Orbital gap (alpha / beta): 0.2173 / 0.2177 Eh
- Lowest unoccupied orbital energy (alpha / beta): -2.17 / -2.16 eV

---

Density functional theory data (ωB97M-V/def2-TZVPD) for a molecular structure, C32H33CeN5O4S in a non-equilibrium geometry.

Geometry as XYZ:
```
76
C32H33CeN5O4S ωB97M-V/def2-TZVPD
Ce -0.46113 0.18936 -0.24984
C 2.45501 1.08943 1.40974
C 2.99468 0.30373 0.25665
C 4.38542 0.19561 0.07963
C 4.87752 -0.52296 -0.97284
C 3.98621 -1.14332 -1.87229
C 4.44358 -1.87625 -2.97897
C 3.53918 -2.43726 -3.84796
C 2.17804 -2.31533 -3.61212
C 1.66845 -1.65116 -2.50054
S -0.03710 -1.69030 -2.24706
C 2.58803 -1.00902 -1.60852
N 2.12756 -0.28859 -0.55500
H 3.25878 1.48754 2.02697
H 1.80533 0.44234 2.01097
H 1.84294 1.92138 1.04963
H 5.04926 0.68788 0.77558
H 5.94385 -0.62777 -1.12863
H 5.50727 -1.97722 -3.13826
H 3.88267 -2.98646 -4.71366
H 1.47063 -2.75393 -4.29803
N -3.77423 -0.49981 0.98679
C -5.02014 -0.03023 1.11679
C -5.20005 0.92878 0.14293
C -3.97403 0.98355 -0.52531
N -3.11282 0.12020 0.00323
H -3.27572 -1.13533 1.62989
H -5.67376 -0.41390 1.87242
H -6.07747 1.51462 -0.05031
H -3.69169 1.58397 -1.36854
O -1.12966 1.56158 -1.91300
C -0.02189 2.08793 -1.66517
O 0.34548 2.28784 -0.47204
C 0.95189 2.35165 -2.76653
C 2.30431 2.49536 -2.43841
C 3.25092 2.54285 -3.44988
C 2.86460 2.48699 -4.77194
C 1.50357 2.41763 -5.09893
C 0.54662 2.33025 -4.08651
N 1.10195 2.42472 -6.44764
O -0.11165 2.43734 -6.70073
O 1.97717 2.43995 -7.32765
H 2.59166 2.55136 -1.39746
H 4.29975 2.61494 -3.19862
H 3.58993 2.49793 -5.57006
H -0.49589 2.22826 -4.34648
C 0.08152 -3.31658 1.90738
C -1.44486 -3.26333 1.91620
C -1.97535 -3.23981 0.47756
C -2.00879 -2.12506 2.74874
C -3.06478 -2.42954 3.59142
C -3.66232 -1.48940 4.41348
C -3.13421 -0.20137 4.42205
C -2.07327 0.16449 3.63187
C -1.53134 1.57259 3.74306
C -0.06522 1.53064 4.17309
C -1.70359 2.36930 2.44476
C -1.46006 -0.77431 2.70132
N -0.49733 -0.42678 1.89719
H 0.42117 -4.22611 1.41456
H 0.46465 -3.31112 2.92456
H 0.48490 -2.44580 1.37856
H -1.80369 -4.19619 2.37569
H -1.69315 -2.29954 -0.02089
H -3.06073 -3.32888 0.46402
H -1.55640 -4.06556 -0.09646
H -3.44805 -3.44553 3.58997
H -4.48887 -1.75656 5.05753
H -3.57565 0.53905 5.08193
H -2.10811 2.09577 4.51968
H 0.46206 0.84707 3.51251
H 0.00764 1.16297 5.19378
H 0.39687 2.51346 4.11683
H -1.08352 1.94140 1.63889
H -1.40551 3.40560 2.60331
H -2.74905 2.35301 2.13514
```

Values from the calculation:
- Electronic energy: -73123.099 eV
- HOMO (alpha / beta): -6.726 / -6.727 eV
- Orbital gap (alpha / beta): 0.2041 / 0.2042 Eh
- Lowest unoccupied orbital energy (alpha / beta): -1.17 / -1.17 eV

---

Density functional theory data (ωB97M-V/def2-TZVPD) for a single C7H15O3PSi molecule in a non-equilibrium geometry.

Geometry as XYZ:
```
27
C7H15O3PSi ωB97M-V/def2-TZVPD
C -2.99393 -2.33885 0.62087
O -3.41412 -1.07124 1.19284
P -3.15156 0.27997 0.32598
O -3.80267 1.46906 0.81273
C -1.41768 0.16364 0.28533
C -0.08063 0.15263 0.48206
Si 1.81752 0.24831 0.58792
C 2.60308 -1.52093 0.86830
C 2.55153 1.19921 -0.92126
C 1.98170 1.41421 2.16522
O -3.60832 -0.09500 -1.20525
C -4.48442 0.79623 -1.84619
H -3.75317 -2.73364 -0.16354
H -2.98455 -2.98663 1.41572
H -2.03415 -2.12903 0.01983
H 3.75794 -1.57853 0.76954
H 2.50616 -1.75980 1.91309
H 2.20723 -2.33986 0.22465
H 3.55790 1.67442 -0.73251
H 2.68626 0.35626 -1.71467
H 2.02076 2.03544 -1.43073
H 1.26012 1.11119 2.92212
H 3.01350 1.16116 2.47899
H 1.85551 2.46882 1.81745
H -5.22048 0.22444 -2.40916
H -3.76498 1.36234 -2.67080
H -4.94240 1.43686 -1.09281
```

Values from the calculation:
- Structure (SMILES): COP(=O)(C#C[Si](C)(C)C)OC
- Electronic energy: -30810.322 eV
- Energy above the lowest of the compared OMol25 structures with the same formula, charge and spin: 0.0 kJ/mol
- HOMO: -9.795 eV
- Orbital gap: 0.3779 Eh
- Lowest unoccupied orbital energy: 0.49 eV